Entry 1:
ORCA calculation (wB97M-V/def2-TZVPD) on 5 unconnected molecules or ions with the total composition C3H15N2O2S at a distorted geometry.

Last column: Mulliken charge in e.
Geometry (Å):
1 O -1.26 -1.97 1.59  -0.5361
2 H -1.73 -2.24 2.39  0.3173
3 H -1.22 -0.05 -2.92  0.2891
4 H 1.81 -3.45 -0.48  0.3063
5 H 0.14 0.65 -2.15  0.2903
6 H -0.85 2.91 1.61  0.1885
7 H 1.43 -1.80 0.50  0.0552
8 H 0.72 -2.54 -2.39  0.3410
9 H 2.38 2.14 -1.07  0.3114
10 H -1.44 -1.73 -1.65  0.3955
11 H -0.99 4.62 1.44  0.2628
12 S 0.47 0.61 1.77  -0.2920
13 H 1.28 0.66 2.83  0.2347
14 H 1.69 1.06 -0.07  0.3163
15 C 0.52 -2.15 -1.40  -0.1420
16 H -2.04 3.72 2.40  0.2449
17 H -0.97 -1.00 1.70  0.2722
18 C 1.34 -2.47 -0.37  -0.3751
19 O 1.66 1.36 -1.00  -0.5920
20 N -0.30 -0.19 -2.50  -0.4384
21 N -1.51 3.73 1.63  -0.5586
22 C -0.52 -1.14 -1.44  0.1582
23 H -0.62 -0.73 -0.42  -0.0492

Calculated values
**Energy above the lowest of the compared OMol25 structures with the same formula, charge and spin**: 771.7 kJ/mol
**Net charge**: +1
**DFT total energy**: -21251.10428 eV



Entry 2:
ORCA calculation (wB97M-V/def2-TZVPD) on 2 unconnected molecules or ions with the total composition C3H15N4.

Last column: Mulliken charge in e.
Geometry (Å):
1 H 3.46 1.09 0.95  0.2230
2 C -1.89 -1.49 -1.89  -0.6188
3 C 1.55 1.62 1.44  -0.4939
4 H 3.37 2.01 2.28  0.2519
5 H -1.08 0.90 1.47  0.3917
6 N -0.59 0.65 0.62  -0.2219
7 H 1.31 0.04 -0.01  0.3158
8 H -2.72 -0.80 -2.07  0.3767
9 H 0.89 -0.42 1.65  0.3415
10 H 1.47 2.43 0.71  0.3320
11 C 0.85 0.38 0.92  -0.5888
12 N 2.92 1.25 1.78  -0.5775
13 N -1.72 -1.59 -0.41  -0.7194
14 H 1.05 1.96 2.36  0.3825
15 N -0.73 -1.01 -2.59  -0.4880
16 H -2.17 -2.45 -2.30  0.3813
17 H -0.58 -0.02 -2.47  0.2306
18 H -0.68 1.44 -0.02  0.3825
19 H -1.10 -2.37 -0.21  0.2881
20 H -2.62 -1.85 0.00  0.2472
21 H -1.08 -0.26 0.18  0.3140
22 H 0.11 -1.51 -2.37  0.2495

Calculated values
**Energy above the lowest of the compared OMol25 structures with the same formula, charge and spin**: 0.0 kJ/mol
**Net charge**: +1
**DFT total energy**: -9308.70433 eV



Entry 3:
ORCA calculation (wB97M-V/def2-TZVPD) on 5 unconnected molecules or ions with the total composition C3H15NO3 at a distorted geometry.

Last column: Mulliken charge in e.
Geometry (Å):
1 H -0.98 -1.90 -0.99  0.3348
2 H 3.19 -0.27 0.35  0.3806
3 N 1.42 -0.68 -0.64  -0.1727
4 C 2.43 0.29 -0.05  -0.5679
5 C -0.84 -0.95 -1.58  -1.0746
6 H -2.65 2.54 0.38  0.2528
7 O 0.22 2.15 1.30  -0.7221
8 H -2.14 -0.87 1.43  0.0084
9 C 0.10 -0.07 -0.77  -0.3661
10 H 0.14 1.01 -0.84  0.7046
11 O -1.87 2.19 -0.04  -0.6511
12 H -1.02 2.27 0.57  0.3918
13 H -1.74 -0.38 -1.82  0.2899
14 H 2.87 1.00 -0.80  0.2688
15 H 1.85 0.80 0.71  0.2268
16 H 0.55 -3.24 0.78  0.2273
17 H -0.31 -1.10 -2.58  0.3093
18 O -0.03 -2.44 0.76  -0.6412
19 H 1.20 -1.31 0.22  0.3719
20 H -2.28 -1.56 1.16  -0.0239
21 H -0.37 -0.11 0.34  0.2518
22 H 0.27 2.63 2.12  0.2009

Calculated values
**Energy above the lowest of the compared OMol25 structures with the same formula, charge and spin**: 1037.7 kJ/mol
**DFT total energy**: -10976.85624 eV



Entry 4:
ORCA calculation (wB97M-V/def2-TZVPD) on 4 unconnected molecules or ions with the total composition C3H15NO3S at a distorted geometry.

Last column: Mulliken charge in e.
Geometry (Å):
1 C -0.71 0.33 -2.29  -1.5125
2 H 0.05 -1.64 -0.59  0.1764
3 N 0.86 -1.10 -0.86  -0.4890
4 H -2.47 -0.64 -0.15  0.3070
5 O 3.63 -1.91 0.37  -0.6980
6 C 0.31 0.26 -1.12  0.2391
7 O -1.90 -1.35 -0.51  -0.6414
8 H 1.12 -1.54 -1.74  0.2771
9 H 2.79 -1.44 0.40  0.3904
10 O -2.85 0.64 1.25  -0.6119
11 H -1.91 -2.02 0.18  0.3095
12 H -0.88 0.17 0.69  0.3751
13 H 3.52 -2.22 -0.53  0.2989
14 H 1.87 0.80 1.05  0.0871
15 H -1.16 -0.63 -2.48  0.3727
16 H -1.51 1.07 -2.30  0.3394
17 H 1.19 0.87 -1.38  0.5704
18 H -3.58 0.85 0.67  0.3097
19 H -0.17 0.56 -3.21  0.3794
20 S 0.79 1.50 1.50  -0.2453
21 C -0.31 0.84 0.10  -0.8271
22 H -3.23 0.24 2.04  0.2782
23 H -1.03 1.60 -0.22  0.3147

Calculated values
**Energy above the lowest of the compared OMol25 structures with the same formula, charge and spin**: 90.1 kJ/mol
**SMILES string**: C[C@H](N)CS.O.O.O
**DFT total energy**: -21821.22839 eV



Entry 5:
ORCA calculation (wB97M-V/def2-TZVPD) on 4 unconnected molecules or ions with the total composition C3H15NO4 at a distorted geometry.

Last column: Mulliken charge in e.
Geometry (Å):
1 H 0.82 -1.37 -0.70  -0.0125
2 C 0.02 0.83 -1.70  -0.8458
3 H 1.45 2.33 2.62  0.3528
4 N -0.87 -0.39 -1.82  -0.3378
5 O -0.78 -1.21 1.37  -0.4912
6 C -0.30 -1.49 -1.10  0.0538
7 C -1.30 -1.66 0.15  -0.7654
8 H 1.14 1.02 3.21  0.3132
9 H -1.46 -2.72 0.26  0.3421
10 H -1.17 -0.59 -2.77  0.2590
11 H -0.54 1.41 -2.45  0.3520
12 H 0.08 -1.73 1.62  0.3065
13 O -1.33 2.12 0.80  -0.6782
14 O 1.95 1.39 2.85  -0.6758
15 H 2.21 0.80 0.42  0.3354
16 H -0.29 -2.40 -1.72  0.4052
17 H 2.59 -0.59 0.50  0.2491
18 O 2.29 -0.01 -0.11  -0.5886
19 H -0.09 1.19 -0.77  0.2286
20 H 1.10 0.82 -1.92  0.2173
21 H -2.29 2.15 0.76  0.2985
22 H -2.21 -1.09 0.08  0.3708
23 H -1.01 1.20 0.45  0.3109

Calculated values
**Energy above the lowest of the compared OMol25 structures with the same formula, charge and spin**: 328.7 kJ/mol
**SMILES string**: CNCCO.O.O.O
**DFT total energy**: -13031.63121 eV